239
Properties=species:S:1:pos:R:3:forces:R:3 method="wB97M-V/def2-TZVPD" e_above_lowest_kcal_mol=138.57 homo_ev=-8.381 homo_lumo_gap_ev=8.008 lumo_energy_ev=-0.37
C -0.680799 5.105550 5.151408 2.149 0.095 1.563
C -1.507769 4.845380 3.951158 1.829 0.888 -0.833
C -0.718679 4.650970 2.633928 -1.085 0.614 0.486
O -0.652829 3.235520 2.480918 -0.451 -0.701 0.421
C -1.555539 2.653690 3.336138 3.001 -0.410 0.825
O -1.503049 1.459520 3.568108 -1.328 1.521 -0.642
O -2.159019 3.604980 4.055468 -1.920 -1.102 0.343
H -1.244609 5.553010 5.969938 -0.027 -0.251 0.000
H 0.164871 5.766590 4.961798 -0.485 0.932 -0.589
H -0.022509 4.329350 5.541598 -0.730 -1.028 0.073
H -2.060239 5.784930 3.962258 -1.369 -0.752 -0.935
H 0.259471 5.111320 2.773268 -0.019 -0.253 -0.670
H -1.318649 5.015030 1.799908 0.563 0.501 -0.036
C 1.196301 -5.439080 3.316398 -1.296 -0.062 0.906
C 1.134421 -4.148490 2.526798 0.616 -2.084 -0.292
C 0.676641 -2.965030 3.336378 -2.353 -1.770 0.340
O 1.671301 -2.046980 3.272018 2.315 0.983 0.406
C 2.838061 -2.617820 2.792708 -1.665 0.939 -3.995
O 3.775021 -1.924210 2.499798 -0.295 -1.688 1.326
O 2.473471 -3.846610 2.169308 1.812 2.481 1.399
H 1.681941 -5.227080 4.268928 0.193 -0.132 0.060
H 1.593041 -6.369270 2.909658 0.336 0.549 -0.626
H 0.161111 -5.687480 3.550468 -0.242 -0.107 0.247
H 0.523021 -4.250200 1.630168 0.304 -0.021 -0.167
H 0.454501 -3.256390 4.362958 0.116 0.001 0.282
H -0.269059 -2.656940 2.890468 0.092 0.811 0.046
C -0.940859 -0.386850 -7.441212 0.443 0.596 0.664
C 0.449521 0.059840 -6.935442 -0.430 -3.586 -2.523
C 1.022701 1.182350 -7.743242 0.142 0.309 -0.119
O 1.659891 2.039070 -6.757912 -0.906 -1.706 1.185
C 1.418161 1.416920 -5.525002 1.191 1.470 0.680
O 1.940661 1.741320 -4.490702 -0.562 -0.028 -1.078
O 0.550211 0.396020 -5.612682 -0.412 1.930 1.761
H -0.940049 -0.795780 -8.451592 0.573 0.033 -0.003
H -1.575339 0.498010 -7.491762 -0.437 -0.135 0.331
H -1.322539 -1.181330 -6.799952 -0.160 0.303 0.012
H 1.066181 -0.838890 -6.925142 0.315 -0.161 -1.055
H 0.180221 1.656460 -8.246772 0.347 0.705 -0.018
H 1.748511 0.823450 -8.472962 0.032 0.215 0.091
C -6.792659 -2.722300 1.202048 0.296 -0.219 1.133
C -5.955449 -3.490250 0.233168 2.470 -1.249 -0.577
C -4.910019 -4.564200 0.743598 -1.331 1.188 0.482
O -5.104709 -5.638030 -0.190772 3.150 -1.087 1.593
C -6.278629 -5.626160 -0.693672 -3.456 -0.296 -3.342
O -6.822589 -6.496660 -1.399462 1.769 2.508 2.510
O -6.801419 -4.385020 -0.477612 -1.864 -0.390 -0.776
H -6.363769 -1.899810 1.774468 0.578 0.253 -0.841
H -6.943259 -3.384710 2.054478 -1.094 -0.335 -0.195
H -7.684079 -2.364670 0.686718 -0.123 -0.231 0.371
H -5.358319 -2.900850 -0.462642 -0.617 0.447 -0.350
H -5.273929 -4.839110 1.733598 0.391 -0.576 0.126
H -3.867939 -4.245410 0.766448 -0.161 -0.199 -0.216
C 2.656741 1.838410 4.092168 -0.437 1.254 1.299
C 3.888031 2.249440 4.901438 -1.816 -1.340 0.082
C 4.371821 1.116260 5.780608 -0.937 -0.153 0.650
O 5.746171 1.275120 5.656058 2.116 -0.953 1.472
C 6.067771 1.905600 4.555988 1.830 0.107 -1.551
O 7.184641 2.026810 4.092318 -1.925 0.039 0.689
O 4.926091 2.340960 3.988488 1.489 1.095 -1.509
H 2.805831 0.858170 3.639378 -0.005 0.265 -0.250
H 2.369381 2.654610 3.429338 0.243 -0.327 -0.557
H 1.811951 1.801270 4.779958 -0.052 -0.327 0.101
H 3.830301 3.159860 5.498018 -0.382 0.267 -0.247
H 4.063321 0.139350 5.408338 0.045 -0.086 -0.116
H 4.125401 1.168950 6.841088 -0.189 0.149 -0.134
C 0.794541 -9.986120 1.333188 0.941 -0.686 0.106
C -0.203329 -9.538750 0.322968 -0.630 -0.438 2.064
C -1.585769 -10.122060 0.581148 -0.419 -0.346 -0.337
O -2.463579 -9.006440 0.530438 0.048 1.313 -0.536
C -1.759699 -7.846230 0.643468 -0.983 1.373 -0.762
O -2.313319 -6.736890 0.667258 2.604 -3.457 0.317
O -0.390869 -8.171560 0.643368 -2.107 2.378 -0.570
H 0.959391 -11.061720 1.269758 0.464 0.005 -0.324
H 0.513231 -9.832560 2.375008 -0.389 0.409 -0.177
H 1.679321 -9.387970 1.115278 0.420 -0.489 0.303
H 0.167731 -9.713560 -0.686912 -0.238 0.391 -0.131
H -1.829159 -10.523960 1.564688 0.939 -0.502 0.048
H -1.788609 -10.858980 -0.195962 -0.586 0.124 0.082
C -4.516049 3.432660 -1.470932 0.451 0.390 0.149
C -4.581549 4.731980 -2.203522 0.350 2.943 0.271
C -5.971799 5.363520 -2.318042 -0.672 -2.942 -0.494
O -5.944799 6.735930 -2.039062 0.398 -0.324 -1.119
C -4.694209 7.020630 -1.667272 1.323 1.477 1.259
O -4.299389 8.160130 -1.495512 -0.326 -3.090 -0.255
O -4.016579 5.806450 -1.430132 0.911 2.501 1.484
H -3.465859 3.197920 -1.297412 -0.030 -0.281 -0.043
H -5.000099 2.615700 -2.006082 -0.001 0.063 0.064
H -4.978009 3.617220 -0.501072 -0.135 -0.360 0.025
H -3.897079 4.902650 -3.034472 -0.700 -1.335 -1.095
H -6.529259 4.866910 -1.523862 -0.594 0.076 -0.280
H -6.294289 5.054830 -3.312432 -0.933 0.800 0.031
C -3.219799 -2.308890 -4.841632 -0.837 0.292 -0.655
C -2.483729 -1.666830 -3.655392 -0.653 -1.474 -2.329
C -2.537029 -0.143250 -3.814492 1.136 -1.962 0.320
O -3.084139 0.296490 -2.554582 -0.175 -0.501 -0.357
C -3.520419 -0.806230 -1.819332 1.129 -0.318 -2.183
O -4.090659 -0.750170 -0.794262 -0.282 0.135 0.580
O -3.177509 -1.961040 -2.494002 -0.779 0.933 2.310
H -4.212119 -1.872070 -4.953872 -0.168 0.477 0.303
H -3.480239 -3.366080 -4.892762 0.910 -0.299 0.579
H -2.731889 -2.038930 -5.778202 0.252 -0.185 0.067
H -1.485579 -2.104760 -3.655452 0.235 0.245 0.575
H -3.103379 -0.049060 -4.741032 -0.538 1.329 0.569
H -1.486229 0.090630 -3.985382 -0.236 1.220 0.333
C -2.094339 0.106980 6.673058 -0.178 0.032 -0.094
C -0.854319 -0.736480 6.657298 0.069 -0.064 -0.644
C 0.268261 -0.374040 5.751518 -0.624 0.728 -2.694
O 1.407041 -0.605480 6.514848 2.377 -0.119 -2.052
C 1.114261 -0.524650 7.789428 3.218 -1.321 2.157
O 1.965751 -0.572310 8.678968 -2.456 0.595 -1.827
O -0.174069 -0.560300 7.864558 -2.442 0.228 4.089
H -1.766679 1.143530 6.752398 -0.294 0.086 0.055
H -2.718629 -0.167840 7.523258 0.127 0.106 0.102
H -2.718219 -0.006260 5.786458 0.276 -0.023 -0.164
H -1.025389 -1.798070 6.478788 -0.435 -0.251 0.498
H 0.291231 0.648120 5.373668 -0.355 0.240 0.371
H 0.215781 -0.972670 4.842138 0.543 -0.121 0.192
C -2.955959 -4.101060 4.404998 0.435 1.315 -0.026
C -4.289529 -4.721530 4.725778 2.037 -1.100 0.652
C -4.505269 -4.892680 6.244918 1.392 1.371 -2.071
O -5.566629 -3.974870 6.359008 -2.497 -0.193 3.435
C -6.300239 -3.722400 5.258118 -1.081 1.204 -1.267
O -7.441049 -3.231180 5.133748 5.124 -2.215 0.642
O -5.370399 -3.988680 4.243528 -2.122 -0.040 -0.920
H -2.822489 -3.848680 3.353048 0.163 -0.969 -0.305
H -2.187009 -4.720060 4.867218 0.215 -0.289 -0.636
H -2.747319 -3.112460 4.813958 -0.658 0.253 0.739
H -4.170339 -5.752930 4.393968 -0.957 0.051 -1.126
H -3.603909 -4.529680 6.738768 -0.396 0.516 0.419
H -4.522359 -5.949920 6.509578 -1.574 0.124 0.390
C 6.042231 2.643900 0.066748 1.513 -3.294 1.679
C 6.120061 3.742000 1.091298 -0.923 -1.183 -1.935
C 7.448171 4.382110 1.396198 2.925 -3.928 1.662
O 7.392921 5.661430 1.059058 -0.231 3.122 -0.696
C 6.269081 5.888730 0.477828 -4.008 1.940 -2.254
O 5.914411 6.988880 0.140678 -0.091 -1.162 -0.061
O 5.459531 4.685780 0.265898 1.698 5.186 1.787
H 5.032021 2.292810 -0.143742 -0.129 0.649 -0.086
H 6.467361 1.789020 0.592628 0.228 -0.704 -0.157
H 6.646811 2.711480 -0.837702 -0.190 0.733 0.080
H 5.592091 3.483370 2.009158 -0.283 0.193 -0.155
H 8.297191 3.987100 0.838308 -0.109 -0.803 -0.128
H 7.782501 4.391700 2.433608 -0.470 -0.790 0.241
C -0.603179 4.756680 -4.439992 -0.686 -0.566 0.708
C -0.696239 6.188830 -4.977972 1.714 -3.084 -1.979
C -2.007139 6.970000 -5.030262 1.772 -1.585 0.340
O -1.590499 8.011730 -4.237062 -0.710 3.596 1.755
C -0.251529 8.069150 -3.881672 -0.801 1.174 0.476
O 0.308161 8.968580 -3.308772 -1.129 -1.095 -0.796
O 0.281121 6.934810 -4.252422 0.234 -0.582 -0.393
H -1.268829 4.580810 -3.594962 -0.239 0.156 0.166
H 0.380321 4.473590 -4.064892 0.261 0.597 -0.148
H -0.812849 3.957420 -5.150852 -0.333 0.347 -0.421
H -0.328719 6.089310 -5.999312 0.321 0.336 -0.112
H -2.786849 6.331760 -4.614572 -0.368 0.534 0.392
H -2.279749 7.283770 -6.037892 0.050 0.143 0.098
C 1.605321 0.991920 -1.203172 0.704 -0.534 0.052
C 0.974211 0.176190 -0.124452 -0.721 1.068 2.531
C -0.504979 0.440970 0.299878 0.926 0.023 -0.638
O -1.037649 -0.907540 0.488458 -1.102 1.712 1.190
C -0.202969 -1.789670 0.050428 0.066 -2.862 -1.720
O -0.460209 -3.004630 -0.071462 1.103 3.179 0.566
O 0.912431 -1.176470 -0.390032 0.578 -3.229 -1.297
H 1.679271 2.051940 -0.960282 -1.111 0.181 -0.310
H 1.185441 0.662980 -2.153752 0.095 0.838 -0.249
H 2.679611 0.808210 -1.187442 0.094 -0.713 -0.352
H 1.602791 0.208470 0.765458 0.040 0.548 0.307
H -1.052489 0.881900 -0.533142 -0.259 0.177 0.241
H -0.514629 1.026220 1.219388 -0.562 -0.243 -0.124
C -5.206459 0.512420 2.078658 0.144 0.086 1.401
S -5.841569 2.227050 2.134048 -1.765 -0.763 0.655
O -7.317929 2.128650 2.460718 0.831 -0.010 -0.946
C -5.178079 2.766330 3.732298 0.151 -0.441 -1.174
H -5.492269 -0.065530 1.199798 0.116 0.501 0.022
H -5.578039 0.052990 2.994608 -0.728 -0.170 -0.078
H -4.142689 0.472080 2.312888 0.363 0.327 -0.823
H -5.117289 3.833800 3.520378 0.641 -0.004 0.708
H -4.257409 2.189650 3.821138 0.259 0.736 0.535
H -5.893259 2.564860 4.529808 -0.022 -0.200 -0.280
C -1.996499 -5.201340 -2.355202 0.262 0.268 0.854
S -3.539069 -5.851600 -3.203122 1.975 -0.500 -1.713
O -3.162979 -5.984050 -4.698712 -0.596 0.483 2.199
C -3.449429 -7.581370 -2.578992 -0.534 0.610 -0.124
H -2.077349 -4.664660 -1.409932 -1.302 -0.698 0.702
H -1.497279 -4.328540 -2.776052 -0.132 -0.484 -1.576
H -1.283739 -5.996910 -2.138102 -0.002 -0.071 -0.476
H -3.672159 -7.539560 -1.512812 0.191 -0.189 0.016
H -2.532799 -8.100980 -2.858062 0.285 0.486 0.183
H -4.248009 -8.112960 -3.096482 -0.205 0.241 0.077
C 6.006981 -1.643900 -0.414912 0.014 -0.114 0.018
S 7.402591 -2.801320 -0.113132 0.948 1.698 -0.657
O 8.618611 -1.968910 -0.506952 -1.133 -1.101 0.661
C 7.214251 -2.799970 1.715018 -0.376 1.135 -0.534
H 5.772901 -1.386920 -1.448002 0.556 -0.817 -0.331
H 6.335451 -0.688080 -0.006732 -0.253 -0.149 0.668
H 5.106811 -2.100360 -0.003262 -0.023 0.386 0.384
H 6.191581 -3.143100 1.871558 0.285 -0.850 0.332
H 7.158191 -1.787520 2.114888 0.337 0.340 -0.342
H 8.060921 -3.279880 2.205868 -0.423 -0.514 -0.221
C 3.845401 8.984420 -2.943882 -0.008 -0.125 0.132
S 3.637471 7.849580 -4.339662 -1.327 1.073 -0.456
O 4.701451 8.334220 -5.276772 0.120 -1.066 0.482
C 3.974241 6.287210 -3.514452 1.624 -0.406 1.023
H 3.238661 8.781850 -2.061312 -0.175 -0.193 -0.269
H 3.549211 9.940130 -3.376322 0.034 -0.025 0.118
H 4.893621 9.023070 -2.647482 0.068 -0.129 -0.178
H 4.917791 6.447440 -2.992772 0.417 -0.263 -0.139
H 4.058301 5.391770 -4.130262 -0.015 0.472 -0.560
H 3.326231 5.990680 -2.689672 -0.711 0.677 -0.214
C 4.698661 -1.546400 -5.986492 -0.432 -0.026 1.362
S 3.372111 -2.705130 -6.458842 2.151 0.041 -1.686
O 3.301241 -2.500640 -7.966262 -0.541 -0.432 1.412
C 4.364601 -4.237170 -6.129052 0.221 -0.666 0.213
H 5.569111 -1.590080 -6.641092 -0.346 -0.087 -0.151
H 4.979461 -1.779000 -4.959292 0.290 -0.406 0.060
H 4.293511 -0.543140 -5.854482 -0.125 0.096 -0.724
H 5.138521 -4.507760 -6.847332 -0.420 0.635 -0.842
H 3.703071 -5.099590 -6.047142 -0.271 0.193 -0.131
H 4.971791 -4.248550 -5.223902 -0.578 0.706 0.559
C 2.313631 -2.324180 -2.853062 0.180 -1.261 0.971
S 2.962791 -4.073750 -2.692402 0.491 0.744 1.004
O 4.462771 -3.946260 -2.665532 -0.606 -0.056 -0.226
C 2.511701 -4.404040 -0.881212 -0.155 0.747 -0.935
H 1.246411 -2.441130 -2.664712 -0.068 0.334 -0.050
H 2.514841 -1.843630 -3.810502 0.108 -0.458 0.014
H 2.800501 -1.809150 -2.024932 -0.149 0.217 -0.157
H 1.444611 -4.284020 -0.694112 -0.161 -0.375 -0.381
H 2.966241 -3.679600 -0.205432 0.500 0.019 -0.393
H 2.876651 -5.409480 -0.671462 -0.074 0.096 -0.094
C 0.792151 5.800460 -0.318622 0.585 -0.216 -0.595
S 0.235721 7.550560 -0.194642 1.515 -0.870 1.573
O -0.634919 7.304500 0.965858 -1.933 0.632 1.056
C 1.750331 8.266360 0.641328 0.734 -0.630 -0.770
H 1.079801 5.366470 0.638988 0.675 0.864 0.231
H 1.547711 5.635040 -1.086652 0.009 -0.122 0.022
H -0.079129 5.166150 -0.481792 -0.413 0.568 -0.800
H 2.027931 7.672700 1.512308 -0.352 -0.465 -0.161
H 1.759291 9.289850 1.016128 -0.952 0.142 -0.541
H 2.563161 8.192130 -0.081092 0.169 -0.015 0.005